Entry 1:
A molecular structure, C40H124N2O24Zr at a distorted geometry. Source: the Open Molecules 2025 dataset; level of theory: ωB97M-V/def2-TZVPD.

```
191
Properties=species:S:1:pos:R:3:mulliken_charge:R:1
H -14.53 16.03 -31.34 0.086
O -9.62 16.44 -27.37 4.934
H -8.01 22.28 -31.90 0.336
H -14.00 10.17 -24.80 0.257
H -7.17 21.79 -33.41 0.448
O -14.02 9.09 -26.62 -0.512
H -15.63 20.83 -26.63 0.304
C -17.40 16.34 -27.55 0.064
H -10.71 14.12 -33.81 0.290
C -7.54 21.46 -32.44 -0.772
O -16.96 16.05 -24.03 -0.628
H -11.13 12.93 -22.51 -0.049
H -14.18 22.34 -30.57 0.412
H -13.68 12.98 -31.20 0.148
O -10.70 14.94 -33.31 -0.533
H -14.41 20.66 -29.99 0.232
H -6.82 10.62 -26.26 0.376
H -5.78 13.25 -23.47 0.296
H -16.34 17.95 -23.35 0.497
H -9.37 11.63 -25.62 -0.048
H -9.44 10.66 -22.57 0.288
H -9.61 21.70 -30.64 0.606
H -10.91 20.58 -30.94 0.558
H -11.49 13.79 -27.68 -0.246
H -8.28 14.41 -26.50 0.539
H -7.53 17.37 -21.42 0.314
H -14.29 19.33 -24.40 0.483
H -10.90 22.93 -26.29 0.364
C -13.19 19.29 -24.47 0.126
H -16.12 19.53 -27.81 0.345
C -10.46 22.43 -27.16 -0.418
C -9.93 20.67 -30.47 -1.186
H -9.38 15.34 -24.93 -1.212
H -10.50 23.13 -27.99 0.325
H -9.97 13.68 -26.83 -1.285
H -8.23 10.77 -24.61 0.282
H -14.72 15.58 -26.51 0.677
H -8.59 22.60 -26.59 0.227
O -18.12 17.03 -26.53 -0.696
O -9.18 21.89 -26.87 -0.366
H -5.83 20.28 -32.38 0.404
C -12.75 15.36 -25.70 -0.660
H -9.92 17.76 -30.69 -0.288
C -8.97 19.71 -31.20 1.639
C -11.27 15.28 -26.10 2.639
H -11.31 11.52 -23.60 0.149
H -12.86 16.15 -24.94 -0.491
H -16.98 14.52 -31.42 0.326
C -12.03 15.23 -32.90 -0.148
C -13.31 16.77 -27.63 -0.973
C -16.55 12.40 -26.69 -0.018
C -11.83 16.76 -28.09 3.042
H -11.67 11.41 -21.85 0.412
H -12.39 15.06 -29.25 -0.289
C -13.50 12.35 -30.33 0.050
H -15.43 13.40 -23.38 0.131
O -7.83 13.40 -23.60 0.078
H -8.71 20.03 -26.89 -0.288
H -11.97 16.49 -30.24 0.099
H -13.00 14.60 -21.01 0.237
O -7.74 16.95 -25.38 0.049
C -15.92 19.79 -26.75 -0.467
C -6.67 12.79 -23.05 -0.864
H -15.07 19.16 -26.47 -0.007
C -13.99 21.64 -29.75 -0.137
N -10.94 16.41 -26.99 0.321
H -6.13 17.32 -24.12 0.458
H -7.68 16.50 -30.47 0.148
O -14.45 22.18 -28.52 -0.532
H -8.82 11.38 -27.96 0.257
H -9.12 17.80 -32.28 0.424
C -13.38 9.89 -25.65 -0.175
H -12.96 19.38 -25.54 -0.036
H -15.20 15.00 -30.10 -0.074
C -9.66 18.39 -31.54 -1.949
H -10.26 18.13 -25.54 -0.271
H -15.13 10.84 -22.26 0.322
C -15.95 17.01 -23.75 0.068
H -8.78 16.11 -21.49 0.233
C -15.47 15.66 -30.93 -0.135
H -9.09 17.71 -20.77 0.463
H -7.29 13.43 -27.57 0.538
H -12.97 18.29 -24.08 -0.569
H -17.46 18.71 -26.26 0.382
C -5.38 19.66 -29.86 -1.871
H -8.72 14.33 -28.94 0.008
C -12.83 16.49 -21.49 -0.136
H -11.10 21.59 -27.43 -0.045
C -6.32 20.95 -31.67 -1.269
H -7.50 14.24 -30.24 0.364
O -8.99 17.72 -22.86 -0.282
H -9.18 14.67 -30.59 0.143
C -9.86 19.14 -25.65 -0.550
H -9.12 9.86 -25.77 0.407
H -15.28 16.64 -22.96 0.293
H -13.94 16.92 -28.52 0.808
O -7.61 11.05 -26.60 -0.643
H -9.48 20.76 -32.96 0.359
H -13.99 12.54 -23.63 -0.087
H -10.97 10.78 -29.62 0.309
C -6.69 16.47 -24.49 -0.736
H -12.40 9.50 -25.36 0.358
H -13.50 17.64 -27.00 -1.368
O -9.45 11.75 -28.59 -0.475
H -8.60 12.85 -23.36 0.090
C -8.59 17.18 -21.59 -0.953
H -16.11 16.47 -30.57 0.391
H -5.14 18.77 -30.46 0.359
H -11.47 13.10 -26.08 0.487
H -16.44 11.41 -27.15 0.349
H -12.86 21.18 -24.00 0.371
H -9.76 18.27 -22.69 0.244
H -7.16 15.93 -23.67 -0.041
H -17.81 16.66 -25.69 0.346
C -14.80 12.66 -22.88 -0.186
H -12.44 12.48 -30.09 0.066
C -13.69 15.52 -26.87 0.442
Zr -7.68 17.37 -27.66 0.225
H -14.19 12.71 -29.57 -0.008
H -12.40 18.59 -29.12 1.118
H -12.70 15.25 -33.77 0.517
O -8.04 18.76 -29.26 1.939
H -13.48 10.41 -30.08 0.328
H -13.04 14.48 -25.11 -0.156
H -5.42 19.35 -28.80 0.164
H -16.34 12.30 -25.61 0.088
C -6.92 21.50 -29.32 -1.325
H -6.64 11.71 -23.25 0.269
C -8.63 10.83 -25.62 -0.379
C -8.37 14.77 -29.86 -0.566
C -11.71 15.91 -29.36 -0.312
H -9.46 19.38 -24.66 0.715
O -6.64 15.41 -27.34 -0.446
H -8.30 19.57 -33.28 0.446
H -7.63 22.23 -29.72 0.324
H -17.43 15.87 -23.20 0.296
H -12.91 21.54 -29.69 -0.254
H -5.60 21.76 -31.50 0.491
H -10.39 10.00 -28.18 0.351
H -15.40 22.31 -28.58 0.304
C -11.00 11.85 -22.60 -0.217
C -10.64 10.97 -28.60 -0.307
H -6.68 13.79 -25.99 0.387
N -7.76 19.42 -30.43 0.079
C -7.26 14.20 -26.81 -1.370
O -12.82 15.11 -21.80 -0.279
O -17.83 12.97 -26.87 -0.564
H -6.01 22.05 -29.08 0.526
H -10.66 19.85 -25.85 -0.019
O -13.74 11.03 -30.78 -0.594
O -8.03 16.16 -29.63 -0.604
H -5.98 15.79 -24.95 0.351
H -13.14 10.82 -26.18 -0.221
H -18.41 12.62 -26.19 0.332
H -7.33 21.16 -28.36 -0.158
H -14.25 8.24 -26.24 0.282
H -10.68 15.55 -29.47 -1.205
H -10.64 18.45 -28.88 -1.427
C -11.62 18.23 -28.45 -0.494
H -11.88 16.79 -21.01 0.220
H -15.36 17.23 -24.64 -0.455
C -11.03 13.88 -26.70 0.206
O -12.60 20.31 -23.69 -0.584
C -6.66 20.36 -30.30 1.329
H -16.42 16.79 -27.75 -0.142
H -12.08 16.20 -32.42 -0.009
H -10.62 18.57 -32.04 0.476
H -10.66 14.57 -24.14 -0.837
H -11.46 11.46 -28.07 -0.085
C -10.47 15.41 -24.81 -0.157
O -16.22 14.90 -31.87 -0.579
O -9.62 11.58 -22.34 -0.573
H -15.75 13.02 -27.11 -0.176
O -17.08 19.57 -25.99 -0.624
H -13.66 16.78 -20.85 0.421
H -4.50 20.28 -30.01 0.528
H -11.62 18.90 -27.58 -1.057
H -12.86 17.07 -22.41 -0.254
H -13.69 14.63 -27.52 -0.827
H -17.98 16.35 -28.47 0.399
H -14.29 13.05 -22.00 0.354
H -8.38 17.34 -24.74 -0.420
O -15.63 11.55 -22.67 -0.552
H -10.68 16.39 -24.38 0.335
H -10.02 20.50 -29.40 -0.473
H -12.44 14.51 -32.19 -0.089
H -5.73 15.16 -27.55 0.270
O -8.84 19.09 -26.65 -0.298
H -6.64 12.97 -21.97 0.279
H -17.21 15.30 -27.28 0.093
C -8.56 20.33 -32.54 -1.261
```

Summary:
DFT total energy   -96870.0433 eV
Charge   +2
Kohn-Sham gap   0.212 Ha



Entry 2:
C6H6N2O in the gas phase at a distorted geometry. Source: the Open Molecules 2025 dataset; level of theory: ωB97M-V/def2-TZVPD.

```
15
Properties=species:S:1:pos:R:3:nbo_charge:R:1
C -0.19 1.59 0.04 -0.488
C -1.49 -0.63 -0.12 -0.175
C 1.00 0.73 0.14 0.113
H -0.54 -2.20 0.98 0.237
N 2.16 -1.17 -0.09 -0.065
C 0.94 -0.73 0.14 0.107
H -2.29 1.28 -0.14 0.206
H 0.00 2.18 -0.88 0.249
N 2.27 1.11 0.00 -0.086
C -0.36 -1.57 0.07 -0.477
H -0.27 -2.36 -0.65 0.243
C -1.40 0.73 -0.10 -0.175
H -2.42 -1.18 -0.16 0.214
O 2.99 -0.11 -0.10 -0.151
H -0.39 2.34 0.87 0.247
```

Summary:
DFT total energy   -11343.8655 eV
Structure (SMILES)   C1=CCc2nonc2C1
ΔE to the lowest compared entry with this formula, charge and spin   2.566 eV
Kohn-Sham gap   0.385 Ha



Entry 3:
2 unconnected molecules or ions with the total composition C4H8O2. Source: the Open Molecules 2025 dataset; level of theory: ωB97M-V/def2-TZVPD.

```
14
Properties=species:S:1:pos:R:3:nbo_charge:R:1
O 1.20 -1.94 -0.36 -0.507
H 0.41 -0.89 1.83 0.196
O 0.39 1.11 1.18 -0.529
H -1.02 -1.75 -1.38 0.022
H 1.76 -0.07 -0.84 0.117
H -1.56 -1.25 -1.46 -0.023
H -1.90 1.15 -1.28 0.214
C 1.01 -0.17 1.25 -0.164
C -0.29 1.38 0.01 0.108
H -2.06 0.26 0.35 0.212
C 1.33 -0.77 -0.10 0.416
H 1.96 -0.01 1.78 0.210
H 0.26 2.04 -0.67 0.175
C -1.49 0.92 -0.30 -0.448
```

Summary:
DFT total energy   -8369.7589 eV
Structure (SMILES)   C=COCC=O.[H][H]
ΔE to the lowest compared entry with this formula, charge and spin   3.523 eV
Kohn-Sham gap   0.389 Ha